13
Properties=species:S:1:pos:R:3:forces:R:3:nbo_charge:R:1 method="wB97M-V/def2-TZVPD" gap_ev=8.8 lumo_energy_ev=-0.3 relative_energy_kj_mol=197.5 e_tot_ev=-9271.4545 e_homo_ev=-9.1
H -1.6488 2.0352 1.7879 -0.03 -0.08 -0.01 0.33
N -1.7025 1.0717 1.4481 0.40 0.06 -0.14 -0.52
C -0.6111 0.7456 0.8859 -0.29 0.09 0.13 0.15
C 0.6552 1.4459 0.6347 0.11 -0.03 -0.06 -0.37
C 1.4571 0.5904 -0.0228 -0.06 0.13 0.07 0.06
N 0.8470 -0.6426 -0.2433 -0.05 -0.12 0.00 -0.63
C -0.4378 -0.6542 0.2842 -0.24 -0.38 -0.05 0.62
O -1.2198 -1.5712 0.2570 0.39 0.41 0.04 -0.52
H 0.8962 2.4598 0.9230 -0.03 -0.16 -0.05 0.23
H 2.4684 0.7522 -0.3766 -0.16 -0.01 0.06 0.22
H 1.2574 -1.4303 -0.7178 -0.06 0.11 0.06 0.42
H -1.1520 -2.1092 -2.2787 0.00 -0.03 0.01 0.01
H -0.8094 -2.6933 -2.5815 0.01 0.00 -0.07 -0.01